a.
Formula: C5H11N3O
Source: OMol25
Level of theory: ωB97M-V with the def2-TZVPD basis set

- lowest unoccupied orbital energy (Ha) = 0.029
- E_HOMO (eV) = -7.38
- frontier orbital gap (eV) = 8.18

Positions of all 20 atoms, in Å:
C (0.42984, 2.39413, -0.51623)
C (-1.57575, 0.34515, -1.08211)
C (-0.65402, 0.35902, 0.10226)
C (-0.59661, -0.63962, 1.04970)
C (0.22591, -1.55804, -0.07580)
N (0.01451, -0.38728, 2.24990)
N (1.56631, -1.65056, 0.25113)
O (-0.17131, 1.60045, 0.49697)
N (-0.37854, -2.27963, -0.92431)
H (0.27028, 0.56756, 2.46893)
H (0.34024, -1.15477, 2.81191)
H (2.06245, -2.45824, -0.08991)
H (1.93051, -1.01766, 0.96405)
H (0.20679, -3.01201, -1.33306)
H (1.24485, 1.85348, -1.01042)
H (-0.30012, 2.73991, -1.24320)
H (0.83013, 3.27007, -0.00838)
H (-2.37533, 1.06864, -0.91464)
H (-2.01790, -0.63578, -1.18969)
H (-1.05224, 0.59519, -2.00711)

---

b.
Formula: C5H11N3O
Source: OMol25
Level of theory: ωB97M-V with the def2-TZVPD basis set

- lowest unoccupied orbital energy (Ha) = 0.036
- E_HOMO (eV) = -6.84
- frontier orbital gap (eV) = 7.81

Positions of all 20 atoms, in Å:
C (1.96530, 0.41992, -0.92619)
N (-0.13485, -0.75938, 1.37688)
C (0.12977, -1.31710, 0.25872)
C (-0.41746, 1.24799, -0.39935)
N (-1.26326, -1.15352, 2.09220)
N (0.03012, 1.95646, 0.66055)
C (0.13008, -2.43799, -0.44992)
C (-1.48770, 1.38853, -1.16836)
O (0.57342, 0.10994, -0.93212)
H (-1.28272, -0.70222, 2.99706)
H (-2.03324, -1.52337, 1.53519)
H (-0.26655, 2.91677, 0.75152)
H (0.52516, 1.43316, 1.37049)
H (2.22894, 0.77476, -1.92125)
H (2.53340, -0.48696, -0.70947)
H (2.30126, 1.13473, -0.17331)
H (0.35858, -2.39692, -1.50309)
H (0.03048, -3.39701, 0.03211)
H (-1.60124, 0.81152, -2.06867)
H (-2.31948, 1.98067, -0.82300)

---

Stability comparison, relative energies in hartree: a 0.0000; b 0.1014

---

a.
Formula: C6H12N2
Source: OMol25
Level of theory: ωB97M-V with the def2-TZVPD basis set

- lowest unoccupied orbital energy (Ha) = 0.035
- E_HOMO (eV) = -8.72
- frontier orbital gap (eV) = 9.66

Positions of all 20 atoms, in Å:
C (2.66337, -0.13334, -1.94064)
N (1.33691, -0.69304, -1.77700)
C (1.06202, -1.75510, -0.97393)
N (-0.03161, -2.39828, -1.07147)
H (2.65938, 0.54858, -2.78361)
H (2.97015, 0.41814, -1.04925)
H (3.41828, -0.90105, -2.12563)
H (0.67462, -0.55342, -2.52374)
H (1.84817, -1.96843, -0.24222)
H (-0.08039, -3.11255, -0.34901)
C (-1.81256, 1.05201, 3.30659)
C (-1.31633, 0.79668, 2.09976)
C (-1.87542, 1.38037, 0.88591)
C (-1.52101, 1.03890, -0.34568)
H (-2.65194, 1.73200, 3.40259)
H (-1.40944, 0.59566, 4.19631)
H (-0.47755, 0.11638, 1.99609)
H (-2.68522, 2.09271, 1.01900)
H (-2.00328, 1.46865, -1.21099)
H (-0.76813, 0.27513, -0.51309)

---

b.
Formula: C6H12N2
Source: OMol25
Level of theory: ωB97M-V with the def2-TZVPD basis set

- lowest unoccupied orbital energy (Ha) = 0.032
- E_HOMO (eV) = -8.66
- frontier orbital gap (eV) = 9.54

Positions of all 20 atoms, in Å:
C (2.34381, 1.04411, -1.08341)
C (-0.68674, -0.80114, -1.19551)
C (1.18410, 0.17454, -0.76992)
C (1.20247, -1.01718, -0.10243)
N (0.00824, 0.26285, -1.48313)
N (0.00717, -1.63338, -0.37139)
H (-1.66760, -0.95229, -1.62706)
H (-0.45243, -2.29320, 0.24067)
H (1.87059, -1.43943, 0.62812)
H (3.07500, 1.05821, -0.27649)
H (2.10902, 2.10538, -1.13411)
H (2.81962, 0.78105, -2.02839)
C (-1.25560, 0.67659, 2.54781)
C (-2.23560, 0.93913, 1.39837)
H (-0.66073, -0.20726, 2.31433)
H (-0.62822, 1.52510, 2.79988)
H (-1.83938, 0.39358, 3.43235)
H (-3.03646, 1.64054, 1.64864)
H (-2.65504, -0.01757, 1.09243)
H (-1.70228, 1.39529, 0.56730)

---

c.
Formula: C6H12N2
Source: OMol25
Level of theory: ωB97M-V with the def2-TZVPD basis set

- lowest unoccupied orbital energy (Ha) = 0.036
- E_HOMO (eV) = -9.06
- frontier orbital gap (eV) = 10.03

Positions of all 20 atoms, in Å:
C (0.07583, 1.82506, 1.65005)
C (0.64954, -1.89162, 1.04801)
C (-1.10874, 1.03987, -1.05046)
C (0.05330, -1.08518, -1.80277)
C (0.41934, -0.46975, 0.62371)
C (-0.00472, 0.02805, -0.75659)
N (1.28938, 0.37777, -0.22576)
N (0.77209, 0.58277, 1.43258)
H (-0.00063, 2.48372, 0.78831)
H (-0.93342, 1.64180, 2.03503)
H (0.64327, 2.36685, 2.40962)
H (0.77582, -1.90119, 2.12892)
H (-0.19755, -2.51957, 0.77144)
H (1.54666, -2.30388, 0.58837)
H (-0.71461, 2.05477, -1.07605)
H (-1.54321, 0.82991, -2.02791)
H (0.16276, -0.63333, -2.78881)
H (-0.86826, -1.66849, -1.79046)
H (0.89869, -1.74733, -1.63777)
H (-1.91554, 0.98977, -0.31949)

---

Stability comparison, relative energies in hartree: a 0.0544; b 0.0000; c 0.1343

---

a.
Formula: C9H14O
Source: OMol25
Level of theory: ωB97M-V with the def2-TZVPD basis set

- lowest unoccupied orbital energy (Ha) = 0.030
- E_HOMO (eV) = -8.34
- frontier orbital gap (eV) = 9.17

Positions of all 24 atoms, in Å:
C (-0.58570, 0.27847, -2.87400)
C (1.11253, 1.80643, -1.80421)
C (0.13024, 0.84082, -1.72847)
C (1.74458, 2.43005, -0.70563)
C (1.29165, 1.98989, 0.63277)
C (-0.18825, 0.42506, -0.43185)
C (0.28911, 1.09265, 0.67521)
O (1.65637, 2.62018, 1.76060)
H (1.34762, 2.24323, -2.80702)
H (2.38974, 3.27203, -0.95276)
H (-1.53877, -0.25275, -2.46870)
H (-0.13970, -0.37041, -3.63962)
H (-0.79726, -0.44946, -0.35879)
H (2.14189, 3.43970, 1.73620)
H (-0.08545, 0.81421, 1.66034)
H (-1.08492, 1.05089, -3.52190)
C (-0.25158, -2.94964, 1.80096)
C (-1.66257, -2.36467, 1.86500)
H (0.48631, -2.56292, 2.44762)
H (-0.40727, -3.99719, 2.03064)
H (0.12694, -2.75665, 0.84849)
H (-2.27414, -2.87303, 1.21505)
H (-1.55136, -1.28828, 1.71848)
H (-2.15001, -2.43864, 2.90160)

---

b.
Formula: C9H14O
Source: OMol25
Level of theory: ωB97M-V with the def2-TZVPD basis set

- lowest unoccupied orbital energy (Ha) = 0.029
- E_HOMO (eV) = -8.38
- frontier orbital gap (eV) = 9.15

Positions of all 24 atoms, in Å:
C (2.73518, 0.46990, 1.42927)
C (-1.45629, -0.48218, 2.08221)
C (-1.06968, 0.38386, 1.03755)
C (-0.47591, -1.00149, 2.97255)
C (0.30615, 0.80724, 0.83252)
C (0.84691, -0.57730, 2.74170)
C (1.28823, 0.15626, 1.62541)
O (-2.67899, -1.12641, 2.26211)
H (-1.78007, 0.89249, 0.37238)
H (-3.28372, -0.87360, 1.50186)
H (-0.81497, -1.69861, 3.72371)
H (0.82018, 1.33045, -0.01934)
H (1.58589, -0.89645, 3.58306)
H (2.99999, -0.31704, 0.69184)
H (3.41732, 0.25209, 2.30122)
H (2.92731, 1.52852, 1.05856)
C (-0.53765, 0.93535, -3.62630)
C (-0.79715, -0.57170, -3.37996)
H (-0.02283, 1.17375, -4.57445)
H (-1.58097, 1.31396, -3.70210)
H (-0.04816, 1.29887, -2.86455)
H (-0.29736, -1.09111, -4.26111)
H (-1.84947, -0.95325, -3.20382)
H (-0.23394, -0.95357, -2.58433)

---

Stability comparison, relative energies in hartree: a 0.0000; b 0.0228

---

a.
Formula: C9H14O
Source: OMol25
Level of theory: ωB97M-V with the def2-TZVPD basis set

- lowest unoccupied orbital energy (Ha) = 0.030
- E_HOMO (eV) = -8.66
- frontier orbital gap (eV) = 9.48

Positions of all 24 atoms, in Å:
C (-2.10685, -1.08937, 2.26355)
C (0.75768, 1.61230, 0.55945)
C (-0.08255, 2.04442, 1.58191)
C (0.49120, 0.39834, -0.03504)
C (-0.98721, 1.18226, 2.14281)
C (-0.29819, -0.54224, 0.61286)
C (-1.08493, -0.13561, 1.68037)
O (1.76549, 2.46253, 0.12691)
H (1.53934, 2.75567, -0.75408)
H (0.00279, 3.09342, 1.84374)
H (1.06931, 0.07903, -0.88870)
H (-1.64151, 1.40988, 2.97482)
H (-0.39310, -1.52072, 0.15938)
H (-2.27921, -1.88684, 1.55781)
H (-2.95541, -0.54869, 2.65421)
H (-1.69105, -1.53020, 3.18170)
C (0.19484, -2.79290, -4.10959)
C (1.11475, -1.90400, -3.20042)
H (-0.27641, -3.64922, -3.62457)
H (-0.58456, -2.14061, -4.46045)
H (0.77241, -3.23900, -4.91513)
H (1.37750, -2.40867, -2.27922)
H (0.57586, -0.96797, -3.05082)
H (1.92829, -1.59440, -3.85477)

---

b.
Formula: C9H14O
Source: OMol25
Level of theory: ωB97M-V with the def2-TZVPD basis set

- lowest unoccupied orbital energy (Ha) = 0.032
- E_HOMO (eV) = -8.62
- frontier orbital gap (eV) = 9.50

Positions of all 24 atoms, in Å:
C (1.22492, 1.88785, 2.19934)
C (2.04088, 1.99770, 3.48564)
H (0.36254, 1.22106, 2.28727)
H (0.84670, 2.84855, 1.84728)
H (1.79177, 1.54439, 1.32633)
H (2.10972, 3.03300, 3.80017)
H (3.06291, 1.64751, 3.38375)
H (1.56032, 1.49694, 4.32176)
C (-2.35336, -2.59768, -0.33947)
C (0.77358, -0.56704, -1.07370)
C (0.35076, 0.22065, -2.12809)
C (-0.10716, -1.51113, -0.54291)
C (-1.42112, -1.60241, -0.96987)
C (-0.92179, 0.04729, -2.65571)
C (-1.81520, -0.82555, -2.05387)
O (1.17429, 1.26014, -2.54118)
H (1.72303, -0.45729, -0.57877)
H (0.20058, -2.25391, 0.18051)
H (-1.17679, 0.60862, -3.54242)
H (1.22852, 1.30364, -3.51177)
H (-3.36472, -2.19407, -0.29581)
H (-2.08461, -2.73144, 0.70629)
H (-2.83171, -0.82780, -2.43366)
H (-2.37404, -3.54902, -0.87114)

---

c.
Formula: C9H14O
Source: OMol25
Level of theory: ωB97M-V with the def2-TZVPD basis set

- lowest unoccupied orbital energy (Ha) = 0.032
- E_HOMO (eV) = -8.68
- frontier orbital gap (eV) = 9.56

Positions of all 24 atoms, in Å:
C (-1.91985, -4.07632, 0.40856)
C (-2.04092, -2.90783, -0.58200)
H (-1.29198, -3.88826, 1.28194)
H (-2.81745, -4.60714, 0.70939)
H (-1.30322, -4.90183, -0.01765)
H (-1.20967, -2.86324, -1.27693)
H (-2.00354, -2.03590, 0.08543)
H (-2.94034, -2.95185, -1.19944)
C (-0.62647, -0.07344, -2.30519)
C (1.13648, 1.64278, 1.27662)
C (1.05711, 0.27068, 1.04257)
C (0.81032, 2.45990, 0.18549)
C (0.54684, -0.24869, -0.14711)
C (0.22422, 1.99253, -0.97739)
C (0.08763, 0.59700, -1.15560)
O (1.76372, 2.22098, 2.35399)
H (1.54254, -0.40700, 1.72591)
H (1.11274, 2.23931, 3.04879)
H (0.83720, 3.54096, 0.33734)
H (0.54988, -1.33039, -0.22410)
H (-0.11359, 2.63876, -1.77706)
H (-1.19669, 0.56055, -2.98634)
H (-1.16316, -0.96735, -1.96453)
H (0.15118, -0.57250, -2.90435)

---

d.
Formula: C9H14O
Source: OMol25
Level of theory: ωB97M-V with the def2-TZVPD basis set

- lowest unoccupied orbital energy (Ha) = 0.032
- E_HOMO (eV) = -8.30
- frontier orbital gap (eV) = 9.15

Positions of all 24 atoms, in Å:
C (0.33576, -1.70993, 3.47288)
C (0.46290, -0.24392, 3.85615)
H (1.16896, -2.25416, 3.92783)
H (-0.57333, -2.23383, 3.67473)
H (0.53231, -1.80688, 2.41120)
H (-0.40478, 0.30394, 3.48402)
H (0.38872, -0.15455, 4.94896)
H (1.40309, 0.27025, 3.67340)
C (-2.84226, 0.46632, -1.89362)
C (-1.06890, -0.15242, -0.23370)
C (-1.41732, 0.45398, -1.43513)
C (0.27136, -0.36302, 0.10198)
C (-0.44172, 0.95640, -2.29010)
C (1.21971, 0.22801, -0.71296)
C (0.89031, 0.74655, -1.95421)
O (2.50956, -0.03031, -0.33390)
H (-1.86943, -0.65838, 0.29411)
H (0.41282, -0.85814, 1.03812)
H (-3.60020, 0.51434, -1.10902)
H (-3.05991, -0.47191, -2.41724)
H (-0.72226, 1.30566, -3.27210)
H (1.69602, 1.00522, -2.62563)
H (3.25884, 0.29976, -0.83854)
H (-3.10538, 1.26961, -2.58153)

---

Stability comparison, relative energies in hartree: a 0.0130; b 0.0000; c 0.0160; d 0.0109